Formula: H3O6
Source: the OMol25 dataset
Level of theory: ωB97M-V/def2-TZVPD

Summary:
Multiplicity = 3
Relative energy (zero: lowest compared OMol25 entry of this formula, charge and spin) = 20.4 kJ/mol
Frontier orbital gap (spin up / spin down) = 9.4 / 5.5 eV
Charge = +1
HOMO (spin up / spin down) = -14.616 / -15.581 eV
Expectation value of S² = 2.01

Geometry as XYZ:
```
9
H3O6, DFT ωB97M-V/def2-TZVPD
O -1.25 1.64 1.24
O 1.52 -0.24 -0.33
O -0.14 -0.87 -1.41
O 0.88 0.82 1.18
O 0.16 1.80 1.11
O 1.01 -0.19 -1.65
H -1.54 2.59 1.05
H -0.04 -1.79 -1.08
H 2.42 0.16 -0.41
```